The following is a quantum chemistry calculation of 3 unconnected molecules or ions with the total composition C9H23NO6 at a distorted geometry, from the Open Molecules 2025 dataset.

```
39
Properties=species:S:1:pos:R:3:forces:R:3
C 16.025 -18.141 -0.698 0.56 -0.51 0.75
N 14.628 -17.793 -0.898 -3.58 -0.21 -0.35
O 13.757 -18.637 -0.552 2.15 1.69 -0.55
O 14.335 -16.716 -1.435 0.90 -1.58 0.93
H 16.214 -18.290 0.365 -0.21 0.82 0.23
H 16.629 -17.350 -1.142 0.09 -0.55 -0.01
H 16.159 -19.184 -0.984 0.10 0.33 -1.00
C 27.798 -20.977 -3.268 0.23 0.61 0.81
O 26.867 -20.092 -2.673 0.15 -0.14 0.57
C 25.858 -19.745 -3.558 -0.78 0.69 -0.50
C 24.982 -18.561 -3.056 0.91 -1.14 -0.05
O 24.488 -18.784 -1.736 0.04 0.86 -0.43
C 23.556 -19.836 -1.623 0.20 -0.62 -0.22
H 28.376 -20.460 -4.035 -0.09 -0.02 -0.39
H 27.319 -21.871 -3.668 0.01 -0.12 -0.02
H 28.502 -21.207 -2.468 -0.07 -0.38 -0.11
H 25.225 -20.601 -3.791 -0.16 -0.34 0.04
H 26.343 -19.455 -4.490 -0.22 0.29 -0.48
H 24.194 -18.354 -3.781 -0.49 -0.47 -0.04
H 25.599 -17.669 -3.157 0.06 0.14 1.07
H 24.052 -20.802 -1.529 0.28 -0.15 -0.09
H 22.903 -19.914 -2.492 -0.20 0.22 -0.13
H 22.947 -19.754 -0.723 0.11 0.56 -0.04
C 17.714 -23.541 -3.713 -0.36 -0.29 -0.25
O 17.882 -23.435 -2.327 0.51 0.88 0.74
C 17.087 -24.292 -1.502 1.25 -0.56 -1.62
C 17.486 -24.186 -0.033 -2.53 0.82 -0.31
O 18.772 -24.471 0.250 1.56 -0.96 -0.72
C 19.211 -24.344 1.583 -0.25 0.06 -0.74
H 17.973 -24.529 -4.095 -0.20 -0.42 0.13
H 18.359 -22.873 -4.283 0.23 0.34 0.64
H 16.696 -23.285 -4.006 -0.31 -0.16 -0.07
H 17.262 -25.288 -1.907 0.13 -0.57 0.38
H 16.034 -24.123 -1.725 -0.31 0.38 0.67
H 16.808 -24.840 0.515 -0.30 -0.38 0.13
H 17.195 -23.186 0.288 0.15 0.56 0.18
H 19.201 -23.281 1.824 0.59 0.11 0.31
H 20.180 -24.841 1.526 0.14 0.54 0.64
H 18.586 -24.839 2.327 -0.28 -0.34 -0.12
```
Positions in Å, forces in eV/Å.

* Kohn-Sham gap: 9.63 eV
* highest occupied orbital energy: -9.71 eV

Mulliken atomic charges, in units of e: atom 1 (C): -0.671, atom 2 (N): 0.802, atom 3 (O): -0.508, atom 4 (O): -0.491, atom 5 (H): 0.282, atom 6 (H): 0.317, atom 7 (H): 0.269, atom 8 (C): -0.734, atom 9 (O): -0.317, atom 10 (C): -0.454, atom 11 (C): -0.627, atom 12 (O): -0.359, atom 13 (C): -0.684, atom 14 (H): 0.310, atom 15 (H): 0.306, atom 16 (H): 0.251, atom 17 (H): 0.325, atom 18 (H): 0.439, atom 19 (H): 0.380, atom 20 (H): 0.351, atom 21 (H): 0.244, atom 22 (H): 0.332, atom 23 (H): 0.236, atom 24 (C): -0.773, atom 25 (O): -0.270, atom 26 (C): -0.583, atom 27 (C): -0.482, atom 28 (O): -0.288, atom 29 (C): -0.720, atom 30 (H): 0.313, atom 31 (H): 0.252, atom 32 (H): 0.303, atom 33 (H): 0.350, atom 34 (H): 0.390, atom 35 (H): 0.362, atom 36 (H): 0.309, atom 37 (H): 0.305, atom 38 (H): 0.231, atom 39 (H): 0.300

=====

The following is a quantum chemistry calculation of a molecular structure, C6H6O2 at a distorted geometry, from the Open Molecules 2025 dataset.

```
14
Properties=species:S:1:pos:R:3:forces:R:3
C -0.971 0.792 0.444 -1.42 -2.33 0.33
C -0.483 -0.991 -0.328 -0.62 0.83 0.74
C 0.727 -0.271 -0.744 0.08 1.02 0.26
O -1.123 0.907 1.621 0.50 0.36 -0.46
H -1.650 0.976 -0.388 0.26 0.56 -0.05
H -1.226 -1.239 -1.079 0.02 0.01 0.04
H 1.603 -0.585 -0.177 0.04 -0.02 -0.11
H 0.903 -0.211 -1.815 0.13 -0.04 0.07
C -0.405 -1.887 0.812 0.09 0.16 0.10
C 0.554 1.295 -0.280 1.48 -0.13 -0.82
C 1.162 2.359 -0.309 -0.42 -0.53 0.04
O 0.523 -1.926 1.602 -0.19 0.04 -0.24
H -1.316 -2.495 0.987 0.11 -0.05 -0.01
H 1.703 3.275 -0.345 -0.07 0.11 0.11
```
Positions in Å, forces in eV/Å.

* Kohn-Sham gap (alpha / beta): 6.84 / 6.84 eV
* highest occupied orbital energy (alpha / beta): -8.42 / -8.42 eV

Mulliken atomic charges, in units of e: atom 1 (C): 0.327, atom 2 (C): -0.550, atom 3 (C): -0.332, atom 4 (O): -0.451, atom 5 (H): 0.342, atom 6 (H): 0.471, atom 7 (H): 0.298, atom 8 (H): 0.323, atom 9 (C): -0.093, atom 10 (C): -0.328, atom 11 (C): -0.170, atom 12 (O): -0.544, atom 13 (H): 0.333, atom 14 (H): 0.375

=====

Summary of ΔE to the lowest compared entry with this formula, charge and spin in kJ/mol
326.75, 516.76
(order as listed above)